Record 1
# C60H133F12N8O2P4

9 unconnected molecules or ions with the total composition C60H133F12N8O2P4 (wB97M-V/def2-TZVPD, the OMol25 dataset).

- Total charge: +5
- Kohn-Sham gap: 7.0 eV
- Total energy: -5516.9742 Ha
- Max |F|: 4.17 eV/Å
- HOMO level: -13.84 eV
- Molar mass: 1350.65 g mol⁻¹

Each line ends with the Mulliken charge.
Element x y z (Å)
P  -2.038  -9.850  -8.440  0.84
P  9.354  -0.109  -7.495  1.15
P  -3.961  2.843  11.546  0.22
P  2.031  2.712  -1.836  1.17
F  1.330  1.472  -1.040  -0.36
F  3.309  1.840  -2.189  -0.33
F  9.824  -1.413  -6.580  -0.37
F  8.847  1.139  -8.401  -0.34
F  0.715  3.604  -1.457  -0.37
F  2.669  3.161  -0.386  -0.38
F  8.278  -1.066  -8.237  -0.35
F  2.726  4.084  -2.463  -0.38
F  10.328  -0.592  -8.774  -0.37
F  1.487  2.356  -3.316  -0.34
F  8.236  0.266  -6.343  -0.36
F  10.541  0.818  -6.801  -0.36
O  -5.406  -3.306  0.508  -0.51
O  1.732  8.323  4.628  -0.50
N  2.374  9.946  2.023  -0.09
N  -3.868  7.087  -5.659  0.14
N  -5.593  -0.909  -1.358  -0.02
N  9.945  5.150  -0.484  0.10
N  -5.429  6.145  -6.850  0.10
N  6.887  -3.282  1.620  0.13
N  8.630  -3.203  0.285  0.20
N  11.010  7.004  -1.226  0.22
C  -4.100  5.698  14.613  -0.71
C  9.338  5.482  -1.668  -0.08
C  11.010  6.058  -0.222  -0.27
C  -5.376  6.377  7.778  -1.20
C  -4.551  -0.091  14.408  -0.67
C  1.058  9.209  2.360  -0.34
C  9.908  -3.268  -0.266  -0.73
C  -1.244  -8.310  -7.882  -0.98
C  11.850  8.223  -1.276  -0.37
C  -1.511  0.852  8.664  -0.58
C  3.567  8.978  1.807  -0.92
C  -4.557  -1.620  -2.313  -0.92
C  -3.398  4.878  15.721  -1.20
C  -2.830  1.350  9.330  -0.89
C  -3.739  0.939  13.655  -0.45
C  0.228  -11.621  -8.297  -0.40
C  8.221  -3.358  1.557  0.02
C  -2.561  7.639  -5.294  -0.64
C  -6.026  -11.662  -6.048  -1.08
C  0.400  -5.863  -6.870  -1.10
C  6.072  -3.452  2.742  -0.84
C  -4.654  1.621  12.587  -1.19
C  -5.953  5.640  9.020  -0.54
C  13.308  7.828  -1.460  -1.13
C  9.654  4.145  0.499  -0.89
C  -0.745  -11.477  -12.560  -1.11
C  -2.258  -11.169  -12.374  -0.66
C  10.657  -1.885  -0.459  -1.00
C  -6.320  -3.311  -0.561  -0.64
C  0.805  -12.939  -7.717  -0.63
C  -3.481  4.124  12.731  -1.40
C  -1.947  -9.962  -10.183  -0.96
C  1.017  -7.064  -7.651  -0.82
C  0.165  -14.114  -8.361  -1.19
C  -3.817  -9.896  -7.942  -1.11
C  -4.546  -11.166  -5.783  -0.75
C  10.051  6.598  -2.173  -0.48
C  6.426  -2.901  0.366  -0.53
C  1.230  8.006  3.337  -0.84
C  -2.762  -11.066  -10.896  -0.54
C  -6.108  5.575  -7.984  -0.86
C  2.162  10.726  0.686  -0.84
C  -4.636  4.815  13.519  -0.37
C  -2.294  9.014  -6.036  -0.99
C  -6.266  0.275  -2.117  -0.94
C  -2.558  2.200  10.588  -0.77
C  -4.116  6.355  -6.766  -0.03
C  -4.911  -1.331  13.599  -1.16
C  2.608  11.007  3.031  -0.88
C  -5.262  3.696  10.531  -1.21
C  -4.818  -0.200  -0.236  -0.87
C  0.025  -7.788  -8.588  -0.76
C  -6.075  6.719  -5.754  -0.48
C  -4.062  -9.854  -6.425  -0.69
C  -5.036  7.368  -5.019  -0.22
C  -6.746  -1.857  -0.850  -0.38
C  -0.647  2.066  8.256  -1.09
C  -1.224  -11.324  -7.808  -0.87
C  -4.791  5.011  9.852  -0.42
C  7.561  -2.808  -0.474  -0.40
H  5.366  -2.735  0.240  0.47
H  6.660  -3.753  3.609  0.30
H  -2.696  3.728  13.376  0.65
H  -5.538  3.075  9.678  0.69
H  -1.264  2.914  7.958  0.25
H  -6.660  6.304  -8.578  0.36
H  -7.563  -1.916  -1.569  0.35
H  -3.488  0.510  9.554  0.49
H  3.956  8.614  2.758  0.35
H  10.124  -1.032  -0.879  0.34
H  11.455  -2.068  -1.179  0.35
H  11.566  8.823  -2.140  0.30
H  10.583  -3.853  0.359  0.34
H  -5.077  8.058  -4.189  0.41
H  -5.048  -2.149  14.305  0.37
H  -6.638  -10.886  -5.588  0.30
H  -2.347  4.677  15.513  0.32
H  -6.583  6.336  9.575  0.33
H  -2.020  3.085  10.251  0.62
H  -3.445  6.521  14.329  0.32
H  -2.427  -9.034  -10.493  0.62
H  8.749  3.574  0.289  0.34
H  -2.842  0.508  13.209  0.33
H  -3.953  4.831  9.179  0.26
H  -0.939  0.213  9.336  0.34
H  0.310  -15.039  -7.802  0.36
H  -4.973  6.134  15.100  0.39
H  11.680  8.896  -0.435  0.30
H  -5.148  5.513  12.857  0.21
H  -3.819  3.924  16.039  0.29
H  -3.346  6.119  -7.486  0.39
H  -5.102  -2.074  -3.141  0.41
H  -2.509  -10.241  -12.887  0.31
H  -4.813  0.824  11.861  0.58
H  -0.100  2.358  9.152  0.30
H  1.801  9.928  0.038  0.43
H  -2.706  -12.027  -12.875  0.40
H  -4.809  -9.098  -6.185  0.47
H  -3.825  -10.826  -10.906  0.37
H  1.463  11.553  0.813  0.35
H  -5.531  0.333  14.627  0.32
H  3.148  11.039  0.341  0.38
H  0.325  9.888  2.795  0.39
H  13.929  8.695  -1.686  0.37
H  -4.307  -10.780  -8.350  0.61
H  -7.033  -1.467  0.126  0.29
H  -6.802  -0.111  -2.984  0.40
H  0.341  -11.687  -9.379  0.27
H  -3.380  5.456  16.645  0.39
H  -5.513  0.953  -2.519  0.38
H  -0.190  -7.106  -9.411  0.48
H  9.939  -3.853  -1.185  0.43
H  11.051  -1.543  0.498  0.33
H  0.483  -8.600  -9.154  0.31
H  11.624  6.081  0.666  0.38
H  -2.915  9.787  -5.584  0.33
H  -4.109  0.570  -0.542  0.41
H  0.269  7.492  3.381  0.44
H  -7.201  -3.870  -0.245  0.42
H  -4.108  -1.666  12.941  0.27
H  0.833  -10.826  -7.860  0.16
H  -4.003  -2.374  -1.754  0.35
H  5.406  -4.293  2.550  0.37
H  -6.130  3.749  11.188  0.54
H  -6.099  -12.694  -5.705  0.38
H  -2.999  4.885  12.118  0.72
H  -2.623  -12.021  -10.389  0.35
H  -0.910  -14.045  -8.524  0.29
H  -3.312  1.646  14.366  0.32
H  -6.559  4.764  8.788  0.42
H  7.678  -2.521  -1.508  0.52
H  -5.784  -1.110  12.985  0.32
H  3.349  8.140  1.144  0.42
H  5.491  -2.588  3.068  0.33
H  -5.379  5.151  -8.675  0.33
H  -3.953  -0.870  -2.824  0.38
H  -2.042  -7.576  -7.769  0.58
H  -4.818  -4.061  0.432  0.33
H  -1.926  -12.139  -7.983  0.65
H  -1.835  6.850  -5.490  0.40
H  9.741  7.238  -2.986  0.36
H  -5.502  0.140  0.542  0.40
H  1.104  -5.069  -6.619  0.37
H  -5.587  2.021  12.984  0.80
H  -1.990  1.670  11.353  0.70
H  1.883  -12.932  -7.882  0.37
H  -6.926  0.712  -1.368  0.42
H  4.320  9.569  1.286  0.39
H  -3.470  1.710  8.525  0.37
H  0.632  -13.020  -6.644  0.37
H  -3.818  -11.936  -6.039  0.23
H  2.784  10.615  4.032  0.33
H  0.135  -6.308  -5.910  0.27
H  -4.591  5.787  7.305  0.34
H  8.861  -3.577  2.399  0.36
H  -0.432  -5.413  -7.411  0.29
H  -5.986  -3.836  -1.456  0.40
H  -5.330  4.080  13.927  0.32
H  -0.507  -11.679  -13.604  0.41
H  -4.102  -0.885  0.218  0.34
H  0.710  -14.288  -9.289  0.32
H  -0.126  -10.594  -12.400  0.30
H  9.436  4.702  1.410  0.35
H  13.449  7.101  -2.260  0.35
H  13.783  7.402  -0.576  0.34
H  1.734  7.130  2.929  0.44
H  -4.543  5.778  10.586  0.22
H  -6.163  6.398  7.025  0.38
H  1.498  -7.743  -6.947  0.33
H  -2.485  9.036  -7.109  0.34
H  -0.880  -9.905  -10.398  0.22
H  8.516  4.899  -2.057  0.48
H  1.679  11.576  3.072  0.44
H  -1.768  0.282  7.771  0.38
H  -0.918  -8.541  -6.868  0.58
H  -1.189  -11.016  -6.763  0.55
H  -3.182  -9.375  -5.996  0.34
H  10.485  3.441  0.550  0.33
H  0.018  1.895  7.409  0.36
H  1.788  -6.592  -8.261  0.45
H  -1.255  9.344  -6.021  0.36
H  0.785  8.664  1.456  0.35
H  -4.452  -11.210  -4.698  0.50
H  -0.449  -12.350  -11.979  0.24
H  3.488  11.596  2.775  0.38
H  -4.007  -0.380  15.308  0.42
H  -6.757  4.776  -7.626  0.33
H  -4.452  -9.152  -8.422  0.48
H  -2.492  7.824  -4.222  0.31
H  1.042  8.676  5.194  0.34
H  -5.010  7.369  8.044  0.31
H  -6.165  -11.620  -7.129  0.28
H  -7.133  6.682  -5.541  0.43

Record 2
# C4H6O2

A molecular structure, C4H6O2 (wB97M-V/def2-TZVPD, the OMol25 dataset).

- Kohn-Sham gap (alpha / beta): 8.5 / 8.5 eV
- Total energy: -306.3382 Ha
- Max |F|: 1.31 eV/Å
- HOMO level (alpha / beta): -9.42 / -9.43 eV
- Molar mass: 86.09 g mol⁻¹

Each line ends with the Mulliken charge.
Element x y z (Å)
O  -0.145  1.569  0.629  -0.61
O  2.344  -0.863  0.217  -0.47
C  1.569  -0.099  0.735  0.09
C  -1.504  -0.527  0.183  -0.35
C  0.666  0.882  -0.005  -0.08
C  -0.685  -0.346  -0.898  -0.61
H  -0.403  -1.198  -1.506  0.36
H  1.488  0.038  1.833  0.36
H  -0.761  0.571  -1.466  0.32
H  1.122  1.213  -0.952  0.43
H  -1.429  0.054  1.101  0.29
H  -2.265  -1.294  0.128  0.26

Record 3
# C9H13NO2

2 unconnected molecules or ions with the total composition C9H13NO2 (wB97M-V/def2-TZVPD, the OMol25 dataset).

- Kohn-Sham gap: 8.6 eV
- Total energy: -555.9037 Ha
- Max |F|: 4.08 eV/Å
- HOMO level: -8.19 eV
- SMILES string: Cc1ccc(O)cc1.CC(N)=O
- Molar mass: 167.21 g mol⁻¹

Each line ends with the Mulliken charge.
Element x y z (Å)
O  3.701  -0.875  -2.241  -0.60
O  0.782  1.154  0.748  -0.53
N  2.088  0.495  -1.545  -0.25
C  -2.570  -0.832  1.529  0.66
C  -0.390  0.553  0.967  0.70
C  3.990  1.442  -2.826  -0.78
C  -3.850  -1.776  1.762  -1.11
C  3.270  0.259  -2.289  0.55
C  -2.439  -0.398  0.222  -0.48
C  -0.482  0.000  2.278  -0.48
C  -1.327  0.373  -0.122  -0.60
C  -1.559  -0.753  2.575  -0.51
H  -1.220  0.855  -1.061  0.36
H  1.494  1.335  -1.474  0.18
H  -3.889  -2.513  2.688  0.26
H  1.806  -0.313  -1.003  0.15
H  3.750  1.505  -3.906  0.24
H  0.382  0.134  3.024  0.28
H  0.934  1.711  0.035  0.29
H  -3.040  -0.723  -0.673  0.24
H  5.139  1.031  -2.497  0.26
H  -3.689  -2.380  0.861  0.29
H  -4.818  -1.314  1.784  0.28
H  3.666  2.367  -2.336  0.28
H  -1.731  -1.339  3.498  0.33

> Which value of total energy does entry 1 give?

-5516.9742 Ha